Entry 1:
{"formula": "C5H11Br3KNbO", "method": "the ωB97M-V functional and the def2-TZVPD basis", "symbols": ["C", "C", "O", "Nb", "Br", "C", "Br", "C", "C", "Br", "H", "H", "H", "H", "H", "H", "H", "H", "H", "H", "H", "K"], "positions_angstrom": [[3.244, 1.115, 0.421], [2.766, -0.042, -0.459], [1.476, -0.476, 0.017], [-0.040, -0.489, -1.375], [-0.469, -3.022, -0.735], [-1.448, 0.353, 0.237], [-0.637, 1.612, 1.478], [-2.703, 0.098, 0.434], [-3.592, 0.616, 1.491], [-3.620, -1.110, -0.733], [3.932, 0.768, 1.176], [3.677, 1.875, -0.214], [2.379, 1.544, 0.902], [2.708, 0.277, -1.487], [3.444, -0.876, -0.342], [1.117, -1.023, -2.686], [-1.364, -0.504, -2.611], [0.294, 1.202, -1.894], [-3.052, 1.171, 2.236], [-4.051, -0.228, 1.991], [-4.393, 1.191, 1.046], [0.334, -4.052, 1.107]], "lumo_energy_ev": -1.1164, "e_tot_ev": -235408.1324}

---

Entry 2:
{"formula": "C5H11BrN2O2S", "method": "the ωB97M-V functional and the def2-TZVPD basis", "symbols": ["C", "C", "C", "C", "C", "N", "N", "O", "O", "S", "Br", "H", "H", "H", "H", "H", "H", "H", "H", "H", "H", "H"], "positions_angstrom": [[-0.355, -0.913, -0.845], [1.310, -3.093, -1.690], [-0.043, 3.255, 2.345], [0.434, -3.089, -0.447], [-1.207, 0.182, -0.497], [-0.359, -1.950, -0.074], [0.003, 1.202, 0.711], [-2.182, 2.576, 1.051], [-0.158, 3.465, -0.221], [-0.757, 2.670, 0.832], [-1.774, 1.478, -1.744], [0.441, -0.518, -1.500], [1.634, -2.035, -1.984], [2.282, -3.617, -1.515], [0.799, -3.690, -2.430], [0.552, 4.172, 2.137], [-0.762, 3.555, 3.136], [0.587, 2.399, 2.715], [1.130, -3.238, 0.385], [-0.287, -3.900, -0.609], [-2.089, -0.117, 0.173], [0.803, 1.206, 0.071]], "lumo_energy_ev": -0.5559, "e_tot_ev": -93312.1889}

---

Entry 3:
{"formula": "C5H11BrO", "method": "the ωB97M-V functional and the def2-TZVPD basis", "symbols": ["C", "C", "C", "C", "C", "O", "Br", "H", "H", "H", "H", "H", "H", "H", "H", "H", "H", "H"], "positions_angstrom": [[-0.074, -2.099, -0.883], [0.335, -1.105, 1.390], [-0.336, 1.051, -1.696], [0.378, -0.802, -0.142], [-0.570, 0.299, -0.582], [-0.860, 3.216, 0.313], [-2.346, 0.244, 0.302], [-0.134, -2.913, -0.179], [-1.086, -1.960, -1.286], [0.618, -2.284, -1.678], [1.123, -1.878, 1.642], [0.315, -0.092, 1.957], [-0.531, -1.585, 1.792], [0.453, 0.961, -2.368], [-0.736, 2.255, 0.025], [-1.004, 1.730, -2.065], [1.294, -0.488, -0.575], [-1.160, 3.789, -0.447]], "lumo_energy_ev": [0.6772, -2.6724], "de_lowest_kcal_mol": 59.3, "spin_multiplicity": 3, "e_tot_ev": -77447.8841}

---

Entry 4:
{"formula": "C5H11BrO3Si", "method": "the ωB97M-V functional and the def2-TZVPD basis", "symbols": ["C", "C", "C", "C", "C", "O", "O", "O", "Si", "Br", "H", "H", "H", "H", "H", "H", "H", "H", "H", "H", "H"], "positions_angstrom": [[-3.459, -1.371, 0.971], [-2.725, -0.773, 0.037], [0.476, 2.221, -1.721], [3.020, 0.759, 1.938], [-0.224, -2.036, -0.842], [1.124, 1.779, -0.548], [1.817, 0.125, 1.404], [0.632, -0.867, -0.806], [0.817, 0.380, 0.175], [-3.384, 0.615, -1.063], [-4.533, -1.178, 1.090], [-3.094, -2.259, 1.651], [-0.433, 1.569, -2.010], [1.337, 2.212, -2.483], [0.095, 3.224, -1.511], [3.833, 0.417, 1.407], [3.109, 0.389, 2.893], [2.954, 1.822, 1.994], [0.148, -2.895, -0.154], [-0.272, -2.367, -1.816], [-1.235, -1.768, -0.607]], "lumo_energy_ev": [-0.0768, -1.1410], "de_lowest_kcal_mol": 29.9, "e_tot_ev": -89422.8342}

---

Entry 5:
{"formula": "C5H11ClIrNTi", "method": "the ωB97M-V functional and the def2-TZVPD basis", "symbols": ["Ti", "Cl", "C", "H", "H", "H", "Ir", "C", "C", "C", "H", "H", "H", "H", "H", "H", "H", "H", "N", "C"], "positions_angstrom": [[-0.008, -0.375, 1.322], [-0.528, 1.864, 0.996], [-1.786, -1.338, 1.709], [-1.594, -2.112, 2.473], [-2.103, -1.830, 0.778], [-2.567, -0.651, 2.064], [0.178, 0.490, -0.827], [-1.411, 0.855, -1.986], [1.916, 1.402, -1.175], [0.611, -1.379, -0.226], [2.629, 1.190, -0.356], [2.299, 1.000, -2.133], [1.723, 2.490, -1.242], [-2.323, 0.471, -1.492], [-1.490, 1.949, -2.132], [-1.244, 0.329, -2.943], [-0.156, -2.096, -0.573], [1.650, -1.641, -0.466], [2.565, -0.248, 3.462], [1.638, -0.371, 2.745]], "lumo_energy_ev": [-0.0063, -3.5924], "de_lowest_kcal_mol": 0.0, "spin_multiplicity": 7, "e_tot_ev": -45320.9917}

---

Entry 6:
{"formula": "C5H11ClN2", "method": "the ωB97M-V functional and the def2-TZVPD basis", "symbols": ["C", "C", "N", "C", "C", "N", "C", "Cl", "H", "H", "H", "H", "H", "H", "H", "H", "H", "H", "H"], "positions_angstrom": [[-1.764, -0.755, -1.098], [-0.427, -0.823, -0.242], [-0.543, -1.136, 1.180], [0.670, -0.287, 1.471], [0.311, 0.413, 0.124], [-0.595, 1.554, 0.231], [1.631, 0.760, -0.800], [2.828, 1.921, -0.009], [-2.432, -1.601, -0.816], [-2.218, 0.362, -1.025], [-1.258, -0.881, -2.233], [0.188, -1.534, -0.738], [-0.459, -2.109, 1.373], [1.594, -0.872, 1.425], [0.715, 0.268, 2.393], [-1.415, 1.376, 0.734], [-0.252, 2.435, 0.670], [2.145, -0.224, -0.841], [1.282, 1.133, -1.798]], "lumo_energy_ev": 0.8771, "de_lowest_kcal_mol": 40.0, "smiles": "C[C@@H]1NC[C@@]1(N)CCl", "e_tot_ev": -20864.1568}

---

Entry 7:
{"formula": "C5H11ClN3O", "method": "the ωB97M-V functional and the def2-TZVPD basis", "symbols": ["C", "C", "C", "C", "C", "N", "N", "N", "O", "Cl", "H", "H", "H", "H", "H", "H", "H", "H", "H", "H", "H"], "positions_angstrom": [[0.515, 0.012, 1.537], [2.197, 0.415, -0.053], [-1.879, 0.926, -0.479], [-1.789, -1.691, 0.156], [-1.271, -0.503, -0.649], [1.002, 0.179, -0.805], [0.115, -0.613, -0.170], [1.685, 0.511, 1.393], [2.801, 1.531, -0.395], [3.341, -1.045, -0.129], [0.154, -0.150, 2.447], [-2.759, 0.882, -1.044], [-1.893, 1.301, 0.607], [-1.329, 1.631, -0.939], [-1.933, -1.370, 1.113], [-1.167, -2.582, -0.080], [-2.847, -1.994, -0.246], [-1.417, -0.864, -1.767], [0.666, 1.042, -1.152], [2.522, 0.795, 1.871], [3.284, 1.587, -1.215]], "lumo_energy_ev": -4.7563, "de_lowest_kcal_mol": 88.9, "charge": 1, "e_tot_ev": -24392.3630}

---

Entry 8:
{"formula": "C5H11ClNPtRh", "method": "the ωB97M-V functional and the def2-TZVPD basis", "symbols": ["Rh", "Cl", "C", "H", "H", "H", "Pt", "C", "C", "C", "H", "H", "H", "H", "H", "H", "H", "H", "N", "C"], "positions_angstrom": [[0.541, -0.352, 0.062], [1.574, -1.870, -1.575], [1.335, 1.211, 0.952], [0.635, 1.458, 1.759], [1.483, 2.026, 0.238], [2.281, 0.822, 1.367], [0.222, -0.233, -2.919], [-0.948, -1.786, -3.566], [1.700, 0.465, -4.116], [-0.463, 0.862, -1.360], [1.619, 1.557, -4.181], [2.660, 0.162, -3.680], [1.558, 0.005, -5.103], [-2.002, -1.496, -3.449], [-0.695, -1.926, -4.628], [-0.706, -2.682, -2.978], [-0.116, 1.899, -1.308], [-1.542, 0.715, -1.208], [-0.292, -1.840, 2.626], [0.019, -1.230, 1.660]], "lumo_energy_ev": [5.1579, 5.0635], "de_lowest_kcal_mol": 0.0, "charge": -2, "spin_multiplicity": 7, "e_tot_ev": -25622.8443}

---

Entry 9:
{"formula": "C5H11ClOSi", "method": "the ωB97M-V functional and the def2-TZVPD basis", "symbols": ["C", "C", "C", "C", "C", "O", "Si", "Cl", "H", "H", "H", "H", "H", "H", "H", "H", "H", "H", "H"], "positions_angstrom": [[-2.842, -1.498, 0.018], [-1.473, -1.318, 0.293], [-0.480, -2.462, -0.107], [2.232, 2.950, -0.836], [-1.020, -0.266, 1.054], [-0.135, 1.235, -0.434], [1.413, 1.377, -0.241], [2.496, -0.262, -1.239], [-3.515, -0.765, 0.381], [-3.305, -2.413, -0.053], [0.373, -2.461, 0.679], [0.008, -2.209, -1.101], [-1.036, -3.379, 0.028], [1.524, 3.763, -0.899], [2.974, 3.188, -0.013], [2.890, 2.906, -1.827], [-1.634, 0.549, 1.500], [-0.111, -0.327, 1.515], [1.640, 1.391, 1.284]], "lumo_energy_ev": [-2.1368, -2.1360], "de_lowest_kcal_mol": 54.7, "e_tot_ev": -27809.3960}

---

Entry 10:
{"formula": "C5H11ClSi", "method": "the ωB97M-V functional and the def2-TZVPD basis", "symbols": ["C", "C", "C", "C", "C", "Si", "Cl", "H", "H", "H", "H", "H", "H", "H", "H", "H", "H", "H"], "positions_angstrom": [[0.472, -0.213, 0.951], [0.670, -0.531, -0.289], [-0.247, 1.069, 1.295], [0.949, -0.888, 2.163], [1.113, -1.653, -1.040], [-1.838, 1.855, -2.494], [-3.107, 0.542, -3.529], [-0.897, 1.249, 0.476], [0.424, 1.837, 1.630], [-0.937, 0.980, 2.064], [0.127, -1.124, 2.866], [1.767, -0.309, 2.849], [1.439, -1.758, 1.798], [1.864, -2.299, -0.576], [0.229, -2.254, -1.332], [1.440, -1.238, -2.013], [-0.618, 2.110, -3.273], [-2.849, 2.627, -1.547]], "lumo_energy_ev": [-0.5352, 0.2310], "de_lowest_kcal_mol": 120.0, "e_tot_ev": -25758.8688}

---

Entry 11:
{"formula": "C5H11ClSi", "method": "the ωB97M-V functional and the def2-TZVPD basis", "symbols": ["C", "C", "C", "C", "C", "Si", "Cl", "H", "H", "H", "H", "H", "H", "H", "H", "H", "H", "H"], "positions_angstrom": [[-1.181, -0.058, 0.298], [-0.279, 0.738, -0.192], [-0.992, -1.592, 0.267], [-2.611, 0.319, 0.847], [-0.039, 2.070, -0.596], [3.445, -0.953, -0.673], [4.465, 0.296, 0.628], [0.098, -1.909, 0.258], [-1.615, -2.113, -0.494], [-1.242, -2.135, 1.105], [-2.452, 0.123, 1.950], [-3.313, -0.482, 0.307], [-2.694, 1.348, 0.443], [0.857, 1.973, -1.111], [-0.764, 2.561, -1.282], [0.153, 2.716, 0.256], [4.144, -0.542, -1.869], [4.021, -2.361, -0.141]], "lumo_energy_ev": [-1.5851, 0.2470], "de_lowest_kcal_mol": 123.0, "e_tot_ev": -25758.7352}

---

Entry 12:
{"formula": "C5H11CsNO5S", "method": "the ωB97M-V functional and the def2-TZVPD basis", "symbols": ["Cs", "C", "C", "O", "N", "C", "H", "H", "H", "H", "H", "H", "H", "C", "C", "O", "S", "O", "O", "O", "H", "H", "H", "H"], "positions_angstrom": [[-1.257, -1.760, 1.552], [-1.584, 1.782, 0.575], [-0.770, 0.742, 1.370], [-1.349, 0.061, 2.246], [0.539, 0.660, 1.214], [1.468, 1.503, 0.451], [-1.515, 1.632, -0.502], [-1.536, 2.849, 0.791], [-2.643, 1.621, 0.777], [1.018, -0.012, 1.796], [2.508, 1.175, 0.445], [1.461, 2.525, 0.829], [1.074, 1.516, -0.565], [0.903, -1.959, -0.343], [1.229, -0.702, -1.140], [-0.075, -0.147, -1.518], [-1.315, -1.219, -1.453], [-1.292, -2.005, -2.690], [-2.550, -0.657, -0.963], [-0.495, -2.006, -0.248], [1.232, -1.869, 0.693], [1.371, -2.855, -0.750], [1.829, -0.918, -2.023], [1.750, 0.046, -0.542]], "lumo_energy_ev": -3.2451, "de_lowest_kcal_mol": 89.1, "charge": 1, "e_tot_ev": -28458.6905}

---

Entry 13:
{"formula": "C5H11FN2", "method": "the ωB97M-V functional and the def2-TZVPD basis", "symbols": ["C", "N", "N", "C", "C", "C", "C", "F", "H", "H", "H", "H", "H", "H", "H", "H", "H", "H", "H"], "positions_angstrom": [[-2.441, 0.427, -0.290], [-1.883, -0.839, 0.258], [-0.655, -1.386, -0.270], [0.468, -0.914, 0.033], [1.834, -1.630, -0.548], [0.706, 0.313, 0.820], [1.001, 1.576, 0.210], [0.245, 1.874, -0.894], [-3.164, 0.907, 0.393], [-2.749, 0.176, -1.393], [-1.619, 1.241, -0.470], [-2.437, -1.599, 0.312], [1.755, -2.846, -0.722], [1.981, -1.003, -1.481], [2.773, -1.157, 0.145], [1.346, 0.375, 1.744], [-0.231, 0.507, 1.268], [2.062, 1.554, -0.132], [1.009, 2.424, 1.019]], "lumo_energy_ev": 0.9324, "de_lowest_kcal_mol": 87.6, "smiles": "CN/N=C(/C)CCF", "e_tot_ev": -11057.1766}

---

Entry 14:
{"formula": "C5H11FN3O", "method": "the ωB97M-V functional and the def2-TZVPD basis", "symbols": ["C", "C", "C", "C", "C", "N", "N", "N", "O", "F", "H", "H", "H", "H", "H", "H", "H", "H", "H", "H", "H"], "positions_angstrom": [[0.328, -1.476, -0.603], [1.330, 0.888, 0.093], [-1.916, 0.344, 1.488], [-1.307, 1.247, 0.356], [-0.045, 1.135, -0.416], [0.913, -1.772, 0.503], [2.303, 1.237, -0.740], [-0.071, -2.162, -1.639], [1.464, 0.431, 1.225], [-0.180, 1.648, -1.615], [-1.397, 0.282, 2.415], [-2.092, -0.629, 1.180], [-2.864, 0.828, 1.717], [-1.112, 2.218, 0.920], [-2.096, 1.295, -0.437], [1.021, -1.146, 1.293], [1.133, -2.768, 0.613], [2.098, 1.847, -1.523], [3.252, 1.314, -0.454], [-0.532, -1.591, -2.471], [-0.230, -3.167, -1.906]], "lumo_energy_ev": [-5.2212, -5.1600], "de_lowest_kcal_mol": 52.6, "charge": 1, "e_tot_ev": -14589.4408}